{"formula": "C22H41BO2PPdS", "method": "wB97M-V/def2-TZVPD", "elements": ["Pd", "C", "C", "C", "P", "C", "C", "C", "C", "C", "C", "H", "H", "H", "H", "H", "H", "H", "H", "H", "H", "H", "H", "H", "H", "H", "H", "H", "H", "H", "H", "H", "C", "H", "H", "H", "S", "C", "C", "C", "C", "C", "C", "H", "H", "H", "H", "H", "C", "C", "C", "O", "B", "O", "C", "C", "C", "H", "H", "H", "H", "H", "H", "H", "H", "H", "H", "H", "H"], "xyz": [[7.43394, 12.53922, 5.81993], [10.31409, 11.58045, 4.65086], [10.71155, 11.87609, 6.08851], [12.15454, 12.26084, 6.11861], [9.53852, 13.10228, 6.79728], [10.12288, 14.80209, 6.42373], [10.24168, 15.13130, 4.94040], [11.33858, 15.27952, 7.17722], [9.65441, 13.09257, 8.60230], [10.87572, 12.44448, 9.24571], [8.42993, 12.42630, 9.20555], [11.09472, 10.98288, 4.22360], [10.13787, 12.50215, 3.96038], [9.40387, 11.06858, 4.47911], [10.49426, 10.96761, 6.63005], [12.36184, 12.98693, 5.36062], [12.79240, 11.41180, 5.91274], [12.49074, 12.68929, 7.08822], [9.30688, 15.37969, 6.84786], [11.06667, 14.69810, 4.42070], [10.22738, 16.22657, 4.84274], [9.34589, 14.79583, 4.38075], [12.31267, 14.77679, 6.97573], [11.13894, 15.26250, 8.25592], [11.34734, 16.35986, 6.98351], [9.62068, 14.12919, 8.87203], [10.79591, 11.39150, 9.03390], [10.79692, 12.50697, 10.32070], [11.88989, 12.82740, 8.92830], [8.51754, 11.38287, 9.00442], [7.50433, 12.69292, 8.69944], [8.30149, 12.59805, 10.26320], [6.23592, 14.02224, 6.77206], [6.24994, 14.68243, 5.91924], [6.77096, 14.52537, 7.55458], [5.22206, 13.69071, 6.99905], [10.75911, 18.46945, 8.77089], [10.16573, 19.81649, 7.88316], [8.81918, 20.08811, 7.87458], [8.29549, 21.15596, 7.20261], [9.09323, 21.98688, 6.41741], [10.47079, 21.74382, 6.36856], [11.01180, 20.70350, 7.09823], [8.15837, 19.47641, 8.44486], [7.23964, 21.37093, 7.19844], [8.60841, 22.86592, 5.98470], [11.14346, 22.42411, 5.88645], [12.03421, 20.55484, 7.20686], [7.93360, 7.33803, 5.88778], [7.80506, 8.34045, 7.05129], [8.58989, 7.84062, 8.26906], [8.38818, 9.64277, 6.64968], [7.33752, 10.51416, 6.33704], [6.13613, 9.93894, 6.54695], [6.31272, 8.73020, 7.37968], [5.28910, 7.69705, 7.10861], [6.15888, 9.26472, 8.84842], [9.00209, 7.15337, 5.71172], [7.50107, 7.82672, 5.03121], [7.40638, 6.40877, 6.16357], [9.63152, 7.66342, 7.91337], [8.19785, 6.88766, 8.64945], [8.57964, 8.54064, 9.11461], [5.47524, 7.16989, 6.09164], [4.25870, 8.00568, 7.14518], [5.37912, 6.87525, 7.82737], [6.79574, 10.14048, 9.02793], [6.31758, 8.49318, 9.61506], [5.15459, 9.56598, 8.96168]], "forces_ev_per_a": [[0.1, -0.1, 0.5], [0.0, 2.0, -1.7], [-0.9, 0.4, -0.2], [1.0, 0.2, 1.3], [-0.3, -0.1, -1.2], [0.4, -0.7, -0.3], [-2.0, 0.5, -0.2], [0.4, 0.6, 0.7], [-0.1, -0.2, 0.9], [1.0, 0.3, -0.6], [-0.6, 0.1, -0.6], [0.5, -0.3, -0.5], [0.8, -1.2, 1.3], [-1.0, -0.8, 0.5], [0.1, -0.4, 0.4], [0.1, 0.6, -0.5], [0.2, -0.4, -0.1], [-0.3, -0.4, -0.7], [-0.4, 0.3, -0.1], [0.9, -0.2, -0.1], [0.4, -0.3, -0.1], [0.2, 0.0, 0.3], [-0.8, 0.5, -0.1], [0.3, -0.1, -0.2], [0.7, -0.1, 0.0], [0.0, 0.8, 0.1], [0.4, -0.6, -0.2], [0.0, 0.3, 0.4], [-1.3, -0.3, 0.4], [0.1, -1.1, 0.2], [0.0, 0.4, 0.0], [0.2, 0.1, 0.4], [0.0, -0.4, -0.5], [-0.3, 0.5, -0.6], [0.0, 0.0, 0.7], [0.2, 0.1, 0.2], [0.5, -0.4, 0.2], [1.6, 0.6, -0.9], [-0.9, 0.2, 0.1], [0.1, 0.9, -1.2], [-0.2, 0.3, 0.2], [-0.3, -0.1, 0.7], [-2.6, -0.7, 1.0], [-0.3, -0.5, 0.4], [-0.3, -0.1, 0.3], [0.4, -0.3, -0.2], [0.2, 0.3, -0.5], [1.8, -0.2, -0.2], [0.2, 0.5, 1.1], [0.0, 0.4, 0.5], [0.5, -0.1, -0.4], [-0.5, -0.9, 0.3], [1.0, 0.4, -0.6], [-1.4, -1.4, 0.6], [1.1, 1.9, 0.9], [0.3, -2.4, -2.1], [0.9, -0.7, -0.6], [-0.3, -0.1, 0.0], [-0.2, -0.2, -0.6], [0.4, 0.3, -0.4], [-0.6, 0.2, 0.5], [0.0, 0.1, -0.2], [0.2, 0.0, -0.4], [-0.6, 1.1, 1.5], [-0.3, 0.6, 0.0], [0.1, 0.1, 0.1], [-0.1, -0.4, 0.0], [0.2, 0.1, -0.3], [-1.3, 0.6, 0.0]], "multiplicity": 3, "e_tot_ha": -1905.65298, "max_force_ev_per_a": 3.1, "e_above_lowest_kcal_mol": 0.15, "charge": -1, "lumo_ha": [0.0781, 0.0707], "gap_ev": [5.01, 4.81]}



{"formula": "C22H41BrDyNP3S", "method": "wB97M-V/def2-TZVPD", "elements": ["Dy", "P", "P", "P", "H", "C", "C", "H", "C", "C", "C", "C", "C", "C", "C", "C", "C", "H", "H", "H", "H", "H", "H", "H", "H", "H", "H", "H", "H", "H", "H", "H", "H", "H", "H", "H", "H", "H", "H", "H", "H", "H", "H", "H", "H", "H", "C", "C", "C", "C", "C", "C", "S", "H", "H", "H", "H", "H", "H", "Br", "C", "C", "C", "C", "N", "C", "H", "H", "H", "H"], "xyz": [[-0.69455, 0.44989, 0.19125], [-2.39389, -1.77209, 0.40330], [-0.02291, 0.43719, 3.03252], [1.02951, -1.88274, 0.26335], [-0.51568, 2.52891, -1.60732], [-0.39296, 1.53909, -2.08166], [-1.39879, 0.59089, -2.22558], [-2.47561, 0.82363, -2.19031], [-4.19674, -1.42965, 0.44197], [-2.27720, -2.80169, 1.92649], [-2.38999, -3.05819, -0.90492], [1.30216, 1.69746, 3.29333], [-1.21154, 1.04206, 4.29608], [0.64068, -1.01106, 3.95103], [1.26936, -2.46795, -1.46461], [1.09765, -3.52237, 1.09685], [2.71252, -1.27867, 0.68631], [0.52448, 1.46480, -2.67027], [-1.17950, -0.37639, -2.69937], [-4.45407, -0.69786, -0.33148], [-4.50524, -1.03791, 1.41806], [-4.73492, -2.36325, 0.24081], [-2.49915, -2.18099, 2.80550], [-1.27604, -3.23324, 2.04360], [-3.01186, -3.61858, 1.87620], [-2.57110, -2.58174, -1.87637], [-3.20125, -3.77174, -0.71091], [-1.43962, -3.59995, -0.94637], [1.60768, 1.74046, 4.35120], [0.91393, 2.68083, 2.98964], [2.17063, 1.45636, 2.66559], [-0.68570, 1.18855, 5.25181], [-2.02084, 0.31569, 4.42926], [-1.65101, 1.98965, 3.97109], [0.78176, -0.75274, 5.01186], [1.59710, -1.34594, 3.53368], [-0.07492, -1.84015, 3.88337], [2.27124, -2.91770, -1.51182], [1.19494, -1.63828, -2.18071], [0.51119, -3.22262, -1.71888], [2.04291, -4.01071, 0.82005], [0.26625, -4.16705, 0.78405], [1.06866, -3.40226, 2.18651], [3.44025, -1.96920, 0.23276], [2.84350, -1.24966, 1.78048], [2.88616, -0.26031, 0.29715], [4.10277, 1.17948, -3.43886], [5.38204, 1.63231, -3.06564], [6.31663, 1.97256, -4.04872], [6.01597, 1.83112, -5.40400], [4.72786, 1.43115, -5.77762], [3.77453, 1.10940, -4.80997], [3.00683, 0.51998, -2.23098], [2.22969, 1.58837, -1.80500], [5.64385, 1.66501, -2.00580], [7.29534, 2.34444, -3.74084], [6.77510, 2.03216, -6.16922], [4.48183, 1.36052, -6.83458], [2.77884, 0.76149, -5.09611], [-4.44235, 4.93551, -1.28391], [-4.03967, 3.60112, 0.00614], [-4.91688, 3.35688, 1.06045], [-4.61017, 2.31513, 1.93590], [-3.46052, 1.55071, 1.73443], [-2.59522, 1.79071, 0.71304], [-2.89287, 2.81986, -0.14192], [-5.81061, 3.95698, 1.16173], [-5.26246, 2.07068, 2.77463], [-3.19671, 0.71788, 2.39145], [-2.20134, 2.97377, -0.95919]], "forces_ev_per_a": [[0.0, -0.9, 2.5], [-1.4, -1.4, 0.4], [0.7, 0.5, 1.7], [1.1, -0.9, -0.3], [-0.3, -0.4, -0.3], [-1.9, -0.7, -2.1], [1.4, 1.9, -2.0], [0.4, -0.1, 1.1], [0.0, 0.4, -0.1], [0.4, 0.3, 0.2], [0.4, 0.2, -0.3], [0.0, -0.1, -0.5], [-0.4, 0.0, -0.4], [-0.1, -0.3, -0.4], [-0.3, 0.2, -0.1], [-0.4, 0.1, 0.3], [-0.1, 0.5, 0.2], [0.1, -0.6, 0.7], [0.2, 0.5, -0.1], [-0.1, -0.1, 0.1], [0.1, -0.1, -0.2], [0.1, 0.2, 0.1], [0.0, -0.2, -0.2], [-0.3, 0.1, 0.0], [0.2, 0.3, -0.1], [0.0, -0.2, 0.1], [0.2, 0.2, 0.0], [-0.2, 0.1, 0.0], [-0.2, -0.1, -0.4], [0.2, -0.2, 0.1], [-0.1, 0.1, 0.2], [-0.2, -0.1, -0.4], [0.1, 0.1, 0.1], [0.1, -0.1, 0.2], [0.0, 0.0, -0.4], [-0.2, 0.1, 0.1], [0.2, 0.1, 0.1], [-0.3, 0.1, -0.2], [0.2, -0.3, 0.1], [0.3, 0.2, 0.1], [-0.2, 0.2, 0.0], [0.2, 0.1, 0.1], [0.0, -0.1, -0.2], [-0.1, 0.3, 0.2], [0.0, -0.1, -0.4], [0.1, -0.5, 0.1], [0.9, 0.6, -1.1], [-0.3, -0.2, -0.1], [0.0, 0.0, 0.2], [-0.3, 0.0, 0.2], [0.1, 0.0, 0.2], [0.0, -0.1, 0.4], [-0.7, 0.3, 0.5], [1.0, -0.3, -0.3], [0.0, 0.1, -0.4], [-0.3, -0.2, -0.1], [-0.4, 0.0, 0.4], [0.0, -0.1, 0.2], [0.4, 0.1, 0.0], [0.3, -0.5, 0.5], [0.3, 0.2, -0.7], [0.5, -0.4, 0.0], [0.2, -0.3, 0.1], [0.1, 0.3, -0.3], [-0.7, 0.7, 0.0], [-0.4, -0.5, 0.8], [0.0, 0.0, 0.1], [0.1, 0.1, -0.2], [-0.2, 0.3, -0.2], [-0.3, 0.3, 0.0]], "multiplicity": 6, "e_tot_ha": -5797.96761, "max_force_ev_per_a": 3.0, "charge": 3, "lumo_ha": [-0.4127, -0.4070], "gap_ev": [4.22, 4.37]}



{"formula": "C22H41BrNO11PSi", "method": "wB97M-V/def2-TZVPD", "elements": ["C", "Si", "C", "C", "C", "C", "C", "C", "C", "C", "N", "O", "C", "O", "C", "C", "C", "C", "Br", "P", "O", "O", "O", "H", "H", "H", "H", "H", "H", "H", "H", "H", "H", "H", "H", "H", "H", "H", "H", "H", "H", "H", "H", "H", "H", "H", "H", "H", "H", "H", "H", "H", "C", "C", "C", "O", "C", "O", "O", "H", "H", "H", "H", "H", "H", "C", "C", "C", "O", "C", "O", "O", "H", "H", "H", "H", "H", "H"], "xyz": [[-0.65491, 3.66882, 4.11866], [0.66931, 2.36786, 3.79237], [2.33107, 3.21270, 3.97116], [0.53097, 1.10676, 5.20024], [0.48506, 1.34301, 2.17738], [1.87751, 0.70200, 2.02624], [2.00230, -0.73291, 1.52873], [1.09376, -1.64825, 2.35316], [1.62801, -3.07941, 2.48475], [1.04317, -4.09185, 1.49603], [-0.32727, -3.79217, 1.07807], [2.62158, 1.68071, 1.27873], [1.80241, 2.62877, 0.75538], [2.18679, 3.73000, 0.36242], [0.36230, 2.09511, 0.83547], [-0.73134, 3.14912, 0.67306], [-2.17274, 2.63247, 0.60583], [-2.72797, 2.08749, 1.92708], [-3.55415, 0.32591, 1.70206], [0.29980, 1.01830, -0.68678], [1.60843, 0.65866, -1.22964], [-0.53318, 1.79628, -1.83225], [-0.62407, -0.22314, -0.24815], [-1.66769, 3.28636, 4.16178], [-0.59297, 4.52524, 3.45536], [-0.44653, 4.06473, 5.11313], [2.35119, 3.62813, 4.97811], [2.50712, 4.02060, 3.26887], [3.16011, 2.51464, 3.92510], [0.21624, 1.65108, 6.08371], [1.51677, 0.68559, 5.37260], [-0.17102, 0.31660, 4.95691], [-0.34297, 0.64912, 2.28436], [2.37943, 0.65548, 2.99458], [3.03980, -1.02767, 1.65178], [1.74694, -0.82898, 0.48325], [1.06252, -1.22527, 3.36091], [0.08019, -1.59870, 1.97447], [2.69478, -3.03063, 2.27546], [1.55980, -3.42936, 3.50915], [1.67293, -4.22092, 0.62573], [1.05172, -5.06543, 1.99728], [-0.75463, -4.62087, 0.69948], [-0.87869, -3.42165, 1.83564], [-0.54170, 3.73047, -0.22216], [-0.68904, 3.85793, 1.49492], [-2.33673, 1.89198, -0.16384], [-2.79200, 3.48325, 0.33485], [-3.51747, 2.72557, 2.29526], [-1.98399, 1.95301, 2.69031], [-1.40035, 1.40446, -1.96256], [-0.93574, -0.66650, -1.04505], [3.78144, -5.26932, -4.64296], [2.96362, -4.63713, -3.54429], [3.71062, -4.40599, -2.25182], [2.67090, -4.50288, -1.26717], [1.69865, -5.30836, -1.78838], [0.79659, -5.77229, -1.17782], [1.91549, -5.51847, -3.10763], [3.19934, -5.34262, -5.56082], [4.67416, -4.67811, -4.84658], [4.07712, -6.28122, -4.36501], [2.49903, -3.71269, -3.89696], [4.18161, -3.42731, -2.20288], [4.45701, -5.17809, -2.05016], [-2.98188, 3.11671, -4.44742], [-3.83348, 2.00810, -5.00993], [-5.22256, 2.42159, -5.44151], [-5.97784, 1.22270, -5.22880], [-5.35962, 0.50886, -4.25497], [-5.82202, -0.43158, -3.70701], [-4.13073, 1.03038, -3.99660], [-1.98060, 2.74680, -4.22434], [-2.89314, 3.94304, -5.15201], [-3.40511, 3.48857, -3.51324], [-3.30901, 1.49831, -5.82244], [-5.27521, 2.72308, -6.48453], [-5.63925, 3.21339, -4.81417]], "forces_ev_per_a": [[0.4, 0.0, 0.2], [-0.4, 0.0, 0.5], [-0.2, -0.1, 0.0], [0.2, 0.5, -0.8], [-0.1, 0.2, -0.5], [0.1, -0.5, 0.5], [-0.6, 0.0, -0.4], [0.6, 0.3, 0.8], [0.1, 0.3, -0.7], [-0.4, -0.7, 0.6], [0.4, 0.5, -0.4], [-0.1, 0.7, -0.3], [0.9, 2.0, -0.5], [-0.9, -2.7, 0.8], [0.1, 0.2, -0.7], [-0.2, 0.1, 0.3], [-0.1, 0.2, 0.4], [-0.2, -0.2, -0.4], [0.0, 0.1, 0.1], [0.4, -0.3, -0.2], [0.1, 0.1, 0.0], [0.0, -0.2, 0.3], [-0.1, 0.8, -0.2], [-0.2, 0.0, -0.1], [-0.1, 0.1, -0.2], [0.1, 0.0, 0.2], [-0.1, 0.2, 0.1], [0.0, 0.1, -0.2], [0.1, -0.1, -0.2], [-0.1, -0.1, 0.3], [0.1, -0.2, 0.2], [-0.2, -0.2, 0.2], [0.1, -0.4, 0.2], [0.0, 0.2, 0.2], [0.2, 0.0, 0.0], [0.2, 0.0, -0.2], [-0.1, 0.0, 0.2], [-0.1, -0.1, -0.2], [0.2, -0.1, 0.1], [-0.4, -0.1, 0.2], [-0.1, 0.3, 0.0], [0.2, -0.1, 0.1], [-0.2, -0.1, 0.0], [-0.2, -0.2, 0.2], [0.2, 0.0, -0.2], [0.2, 0.1, 0.1], [0.1, -0.1, -0.1], [-0.1, 0.1, -0.2], [-0.1, 0.0, 0.2], [0.1, 0.0, 0.1], [-0.3, 0.2, -0.1], [-0.1, -0.6, 0.1], [-0.2, -0.2, -0.1], [0.3, -0.1, -0.2], [0.1, 0.3, 0.2], [-0.1, -0.3, -0.4], [0.3, 0.1, -0.2], [-0.2, -0.1, 0.2], [0.0, 0.1, 0.1], [0.0, 0.1, 0.0], [0.0, 0.0, 0.0], [0.1, 0.0, 0.1], [0.0, 0.0, 0.1], [-0.1, 0.0, 0.1], [0.0, -0.1, -0.1], [0.2, -0.2, 0.3], [0.1, 0.3, 0.1], [-0.1, 0.0, -0.1], [0.1, 0.1, 0.0], [0.1, 0.1, -0.1], [-0.1, -0.2, 0.1], [0.0, 0.0, -0.1], [0.0, 0.1, -0.1], [0.0, 0.0, -0.1], [-0.1, 0.1, -0.1], [-0.1, 0.0, 0.0], [-0.1, -0.1, 0.0], [0.1, 0.0, 0.0]], "e_tot_ha": -4950.30644, "smiles": "C[Si](C)(C)[C@@H]1[C@@H](CCCCN)OC(=O)[C@@]1(CCCBr)P(=O)(O)O.C[C@@H]1COC(=O)O1.C[C@@H]1COC(=O)O1", "max_force_ev_per_a": 2.9, "charge": 0, "lumo_ha": 0.0119, "gap_ev": 8.86}